Here is a gas-phase ion, C5H10N4 (charge +2) from the Open Molecules 2025 dataset. Energies are from wB97M-V/def2-TZVPD.

Structure (XYZ):
```
19
Properties=species:S:1:pos:R:3:forces:R:3:nbo_charge:R:1
C -3.562 1.201 -0.804 0.32 0.66 3.02 0.14
N -2.678 0.751 0.003 -1.04 1.15 -2.85 -0.24
C -1.602 0.388 0.499 -1.03 -1.45 3.58 0.22
C -0.262 0.698 -0.074 -2.63 3.30 -2.34 -0.33
N 0.815 0.791 0.853 0.78 -1.73 4.17 -0.52
C 2.037 -0.021 0.444 2.89 0.14 -0.96 -0.06
N 1.540 -1.169 -0.162 -0.40 -0.49 -0.33 -0.68
C 2.099 -2.102 -0.776 0.52 -3.84 1.14 0.72
N 2.412 -3.197 -1.153 -0.77 3.80 -0.18 -0.58
H -4.032 0.578 -1.503 -0.30 -1.07 -1.23 0.26
H -4.062 2.162 -0.561 0.65 -0.32 -0.27 0.27
H -1.837 -0.111 1.535 1.13 0.49 -1.74 0.28
H -0.497 1.753 -0.484 1.00 -1.52 0.11 0.28
H -0.062 0.005 -0.901 0.26 0.13 0.30 0.33
H 0.494 0.333 1.778 0.59 0.31 -1.56 0.45
H 1.095 1.696 1.256 -0.16 0.33 -1.04 0.48
H 2.722 -0.147 1.338 -1.19 -0.02 -0.57 0.25
H 2.675 0.524 -0.296 -0.81 0.43 0.66 0.24
H 2.707 -4.134 -0.994 0.19 -0.30 0.08 0.48
```
Forces are in eV/Å.

Values from the calculation:
total charge	+2
lowest unoccupied orbital energy	-8.882	eV
Kohn-Sham gap	7.8	eV
SMILES	C=[N+]=CC[NH2+]CN=C=N
energy relative to the best compared isomer or geometry (same formula, charge and spin)	294.94	kJ/mol